Run 1
Computed, not measured: a structure of composition C4H10S2, with ωB97M-V/def2-TZVPD.

The calculation puts the HOMO energy at -6.874 eV. For the HOMO-LUMO gap, the calculation gives 5.74 eV.

```
! wB97M-V def2-TZVPD RIJCOSX def2/J DEFGRID3
* xyz 0 1
C -2.2453 -1.2196 0.6663
C -2.0629 0.0282 0.0578
S 0.7296 -2.0471 -0.1767
S 1.5454 -0.7714 1.2562
C 2.2668 0.4947 0.1710
C 1.3390 1.1711 -0.8521
H -1.0138 -0.9008 0.2384
H -2.2477 -1.2385 1.7469
H -2.7705 -2.0362 0.1862
H -2.0326 0.9252 0.6879
H -2.5373 0.2107 -0.8936
H 3.0590 -0.0410 -0.3529
H 2.6936 1.3468 0.6945
H 1.8675 1.6091 -1.7043
H 0.6359 0.4575 -1.2899
H 0.7732 2.0113 -0.4355
*
```

These are the Mulliken partial charges, in e, on atoms 1 to 8:
1. C -0.3921
2. C -0.3159
3. S -0.4015
4. S -0.1364
5. C -0.4412
6. C -0.9213
7. H 0.0429
8. H 0.2371



Run 2
Computed, not measured: a structure of composition C4H10S2, with ωB97M-V/def2-TZVPD.

The calculation puts the HOMO energy at -8.831 eV. For the HOMO-LUMO gap, the calculation gives 6.09 eV.

```
! wB97M-V def2-TZVPD RIJCOSX def2/J DEFGRID3
* xyz 0 1
C -1.0733 1.0590 -0.5658
C -0.9729 1.4244 0.8956
C 0.3033 0.7512 -1.0787
S 1.5078 1.9152 -0.7499
S -0.3534 -1.5175 0.4732
C 1.2050 -2.4351 0.4392
H -1.6528 0.1388 -0.6933
H -1.5593 1.8286 -1.1686
H -0.0730 0.9721 1.3027
H -0.9440 2.4965 1.0618
H -1.8124 0.9698 1.4267
H 0.5506 -0.2540 -0.4677
H 0.3377 0.5224 -2.1453
H 0.9935 -3.4699 0.1685
H 1.6848 -2.4028 1.4096
H 1.8584 -1.9986 -0.3080
*
```

These are the Mulliken partial charges, in e, on atoms 1 to 8:
1. C -0.6590
2. C -1.0579
3. C 0.0971
4. S -0.1290
5. S -0.1054
6. C -0.7993
7. H 0.3383
8. H 0.3650



Run 3
Computed, not measured: an isolated molecule of C4H10S2, with ωB97M-V/def2-TZVPD.

The SMILES is CCSSCC. The calculation puts the HOMO energy at -7.650 eV. For the HOMO-LUMO gap, the calculation gives 8.44 eV.

```
! wB97M-V def2-TZVPD RIJCOSX def2/J DEFGRID3
* xyz 0 1
C 1.5118 2.2374 1.6404
C 1.6950 1.3058 0.4301
S 0.6685 -0.1957 0.4222
S -0.7095 0.2912 -0.9983
C -1.4081 -1.3489 -1.6539
C -1.8475 -2.2500 -0.5518
H 1.7608 3.3487 1.4756
H 0.4614 2.0829 2.0710
H 2.0857 1.9874 2.5718
H 1.5655 1.8283 -0.5149
H 2.6314 0.8308 0.4170
H -0.4513 -1.6710 -2.1831
H -2.0828 -0.9530 -2.3593
H -2.5247 -3.1538 -0.8721
H -0.9341 -2.7247 -0.1677
H -2.4222 -1.6154 0.2730
*
```

These are the Mulliken partial charges, in e, on atoms 1 to 8:
1. C -0.8168
2. C -0.6053
3. S -0.0890
4. S -0.1008
5. C -0.5228
6. C -0.8270
7. H 0.2801
8. H 0.2462



Run 4
Computed, not measured: an isolated molecule of C4H10S2, with ωB97M-V/def2-TZVPD.

The SMILES is CSCCSC. The calculation puts the HOMO energy at -8.546 eV. For the HOMO-LUMO gap, the calculation gives 9.46 eV.

```
! wB97M-V def2-TZVPD RIJCOSX def2/J DEFGRID3
* xyz 0 1
S -1.5195 0.1461 -1.8671
S 1.7581 1.5557 0.9278
C -2.1486 -1.0852 -0.7396
C 1.9894 -0.1496 1.4511
C 0.1434 0.4105 -1.1188
C 0.0899 1.2971 0.1309
H -3.2036 -1.2464 -0.9391
H -1.9889 -0.8307 0.2858
H -1.6836 -2.0426 -0.8502
H 1.0294 -0.6412 1.6763
H 2.4841 -0.6979 0.6735
H 2.5912 -0.1494 2.3803
H 0.5740 -0.5600 -0.8449
H 0.8120 0.8758 -1.8626
H -0.5898 0.8651 0.8682
H -0.3374 2.2526 -0.1717
*
```

These are the Mulliken partial charges, in e, on atoms 1 to 8:
1. S -0.0644
2. S -0.0837
3. C -0.8568
4. C -0.7814
5. C -0.5198
6. C -0.6948
7. H 0.3185
8. H 0.2751



The structure with the least stability is run 1.



Run 1
Computed, not measured: a cluster of 2 separate species, C4H10S2 in total, with ωB97M-V/def2-TZVPD.

The calculation puts the HOMO energy at -8.398 eV. For the HOMO-LUMO gap, the calculation gives 4.92 eV.

```
! wB97M-V def2-TZVPD RIJCOSX def2/J DEFGRID3
* xyz 0 1
C 0.6245 -0.6778 -0.4957
C 2.1364 -0.4843 -0.4519
C -0.0355 0.6476 -1.0044
S 0.2208 1.8934 0.3451
S -2.1489 -1.1487 0.3001
C -2.0647 0.2820 1.3068
H 0.2049 -0.8640 0.5019
H 0.3404 -1.5266 -1.1220
H 2.6271 -0.0422 -1.3227
H 2.6358 -1.4216 -0.1806
H 2.2906 0.1868 0.3981
H -1.1075 0.4655 -1.1604
H 0.4083 0.9751 -1.9465
H -2.8819 0.1849 2.0435
H -2.1054 1.2877 0.8687
H -1.1450 0.2420 1.9201
*
```

These are the Mulliken partial charges, in e, on atoms 1 to 8:
1. C -0.2759
2. C -1.3395
3. C -0.7288
4. S -0.1354
5. S -0.1153
6. C -0.8554
7. H 0.3120
8. H 0.3558



Run 2
Computed, not measured: an isolated molecule of C4H10S2, with ωB97M-V/def2-TZVPD.

The SMILES is CCCSSC. The calculation puts the HOMO energy at -8.618 eV. For the HOMO-LUMO gap, the calculation gives 9.54 eV.

```
! wB97M-V def2-TZVPD RIJCOSX def2/J DEFGRID3
* xyz 0 1
C 0.4049 -2.2113 0.4516
C -0.2332 -3.4939 1.0709
C -0.4983 -0.9900 0.6811
S 0.4109 0.5776 0.6801
S 0.5019 1.5186 -1.0409
C -0.9164 2.6429 -1.2688
H 1.4330 -2.1842 0.8136
H 0.4328 -2.3302 -0.6265
H -0.2008 -4.3632 0.4089
H 0.3839 -3.7630 1.9316
H -1.2613 -3.2823 1.3558
H -1.3218 -0.9404 -0.0162
H -0.8772 -1.0950 1.7091
H -1.7915 2.2780 -0.7297
H -0.6346 3.6323 -0.9289
H -1.1327 2.5839 -2.3301
*
```

These are the Mulliken partial charges, in e, on atoms 1 to 8:
1. C -0.3089
2. C -1.0623
3. C -0.7583
4. S -0.1061
5. S -0.0709
6. C -0.7498
7. H 0.3849
8. H 0.2358



The structure with the least stability is run 1.